Record 1
Formula: C17H20AuBN11O3
Source: OMol25
Level of theory: ωB97M-V/def2-TZVPD

XYZ file:
```
53
Properties=species:S:1:pos:R:3:lowdin_spin:R:1
Au 0.292 -1.024 -0.077 0.3212
C 1.904 2.340 2.158 0.0398
C 1.851 0.970 1.978 0.0293
N 0.716 0.676 1.325 0.3277
N 0.094 1.823 0.978 0.0210
C 0.789 2.843 1.498 0.0640
B -1.179 1.771 0.080 -0.0008
N -0.688 1.417 -1.365 0.0004
C -0.818 2.017 -2.554 0.0012
C -0.214 1.236 -3.529 0.0012
C 0.282 0.134 -2.865 0.0051
N 0.008 0.265 -1.557 0.0319
N -2.052 0.536 0.533 -0.0016
C -3.312 0.515 0.980 0.0040
C -3.702 -0.801 1.175 0.0012
C -2.606 -1.563 0.810 0.0042
N -1.630 -0.741 0.408 0.0112
N -1.967 3.019 0.187 -0.0004
C -2.307 3.703 1.325 0.0002
C -3.236 4.643 0.982 0.0000
C -3.424 4.463 -0.405 0.0000
N -2.679 3.487 -0.877 -0.0001
H 2.647 2.897 2.702 0.0032
H 2.530 0.197 2.293 -0.0003
H 0.436 3.857 1.394 0.0035
H -1.355 2.947 -2.614 0.0001
H -0.158 1.440 -4.583 0.0003
H 0.783 -0.738 -3.247 0.0001
H -3.856 1.436 1.116 0.0002
H -4.659 -1.155 1.516 0.0001
H -2.476 -2.633 0.790 0.0003
H -1.878 3.460 2.284 0.0002
H -3.710 5.362 1.627 0.0000
H -4.067 5.016 -1.071 0.0000
N 0.123 -4.348 0.642 -0.0006
C 0.396 -3.530 1.649 0.0019
N 0.544 -3.996 2.885 0.0004
O 0.501 -2.253 1.521 0.0050
H 0.043 -5.341 0.793 0.0000
H 0.133 -4.006 -0.315 -0.0003
H 0.470 -4.975 3.105 0.0001
H 0.708 -3.345 3.635 0.0000
O 3.840 0.010 0.012 0.0044
C 3.492 -0.910 -0.659 0.0005
C 4.312 -1.789 -1.593 0.0030
C 3.325 -2.760 -2.254 0.0008
C 2.026 -2.416 -1.599 0.0061
O 0.880 -2.878 -1.771 0.0981
N 2.156 -1.412 -0.718 0.0119
H 5.072 -2.291 -0.995 0.0002
H 4.830 -1.144 -2.302 0.0004
H 3.559 -3.813 -2.099 -0.0001
H 3.229 -2.614 -3.331 -0.0001
```

Energy relative to the best compared isomer or geometry (same formula, charge and spin): 0.0000 eV
E_LUMO (spin up / spin down): -7.83 / -9.88 eV
DFT total energy: -44841.9125 eV
<S²>: 0.757
2S+1: 2
Gap between HOMO and LUMO (spin up / spin down): 6.71 / 4.65 eV
Molar mass: 634.2 g mol⁻¹
Charge: +2

Record 2
Formula: C17H20AuCl3O3
Source: OMol25
Level of theory: ωB97M-V/def2-TZVPD

XYZ file:
```
44
Properties=species:S:1:pos:R:3:lowdin_spin:R:1
Au 0.136 0.967 0.397 0.2951
C 2.033 0.366 1.600 0.0100
C 2.048 -0.545 0.500 0.0829
C 2.176 0.205 -0.707 0.1114
H 2.041 -1.626 0.589 0.0022
C 2.261 1.592 -0.369 0.0029
C 2.178 1.697 1.065 0.1099
H 2.287 2.608 1.649 0.0064
H 2.003 0.078 2.644 -0.0009
H 2.301 -0.210 -1.713 0.0040
H 2.439 2.399 -1.076 -0.0018
C -2.038 0.071 1.066 0.0126
C -1.839 1.421 1.493 0.0709
C -1.735 2.245 0.309 0.0609
H -1.842 1.770 2.524 0.0037
C -1.830 1.378 -0.831 0.0166
C -2.017 0.037 -0.357 0.1089
H -2.267 -0.829 -0.971 0.0014
H -2.267 -0.776 1.698 -0.0006
H -1.654 3.328 0.283 0.0029
H -1.853 1.683 -1.883 0.0008
O 0.044 -1.479 -1.018 0.2554
C -0.234 -0.606 -4.582 0.4816
C 0.321 -1.842 -3.806 0.0551
C 0.544 0.592 -4.184 0.0725
C -1.700 -0.530 -4.266 0.0651
C 0.320 -2.166 -2.119 0.0592
H 1.350 -2.036 -4.101 0.0043
H -0.128 -2.739 -4.221 0.0055
H -0.384 -3.028 -2.047 0.0161
H 1.380 -2.530 -1.952 0.0127
H 0.696 1.213 -5.052 0.0180
H 1.538 0.391 -3.771 0.0005
H 0.121 1.291 -3.414 0.0138
H -2.235 -0.563 -5.203 0.0178
H -2.093 0.355 -3.725 0.0058
H -2.108 -1.370 -3.672 0.0045
Cl 0.867 -3.918 3.676 0.0001
C -0.451 -3.009 2.966 0.0012
Cl -2.058 -3.498 3.457 0.0002
Cl -0.227 -1.286 3.304 -0.0012
C -0.388 -3.447 1.342 0.0006
O -0.545 -4.604 1.073 0.0001
O -0.163 -2.323 0.902 0.0107
```

Energy relative to the best compared isomer or geometry (same formula, charge and spin): 0.0000 eV
E_LUMO (spin up / spin down): 5.03 / 5.03 eV
DFT total energy: -65345.0099 eV
<S²>: 2.025
2S+1: 3
Gap between HOMO and LUMO (spin up / spin down): 5.22 / 4.82 eV
Molar mass: 575.7 g mol⁻¹
Charge: -2

Record 3
Formula: C17H20BBaClN6
Source: OMol25
Level of theory: ωB97M-V/def2-TZVPD

XYZ file:
```
46
Properties=species:S:1:pos:R:3:mulliken_charge:R:1
H -0.331 3.056 0.774 0.4223
N -0.004 1.759 -0.887 0.0263
B 0.652 0.760 -3.146 0.2312
N 0.552 1.956 -2.140 -0.1732
C 0.948 3.238 -2.265 -0.1345
Ba -1.118 -0.526 -0.090 1.7554
H 1.411 3.575 -3.178 0.4471
C 0.638 3.909 -1.076 -1.0527
H 0.807 4.945 -0.846 0.3914
C 0.047 2.944 -0.240 -0.3480
H 1.098 1.142 -4.183 -0.1234
C -1.999 -2.531 0.698 -1.3787
H -2.466 -3.167 1.436 0.3885
H -0.940 -2.847 0.608 0.3599
H -2.581 -2.578 -0.239 0.3607
N -0.756 0.129 -3.365 0.0919
N 1.571 -0.342 -2.532 -0.0725
N -1.475 -0.460 -2.292 -0.3375
N 1.211 -0.968 -1.353 0.0428
C -1.500 0.073 -4.475 -0.0762
C 2.742 -0.836 -2.981 -0.1709
H -1.127 0.489 -5.397 0.4527
H 3.186 -0.452 -3.882 0.4449
C -2.707 -0.568 -4.197 -1.0739
C 3.162 -1.836 -2.090 -1.1252
C -2.658 -0.892 -2.844 -0.1326
C 2.168 -1.887 -1.089 -0.2616
H -3.504 -0.769 -4.886 0.3930
H 4.043 -2.434 -2.159 0.3887
H -3.415 -1.387 -2.240 0.3368
H 2.107 -2.534 -0.224 0.4167
H -2.149 -1.375 1.270 0.2372
Cl -0.327 2.599 4.049 -0.2841
C -0.052 1.154 4.908 0.4159
C -0.069 1.159 6.294 -0.4207
C 0.088 -0.041 7.010 -0.4835
C 0.225 -1.250 6.316 -0.5090
C 0.256 -1.272 4.932 -0.6222
C 0.187 -0.059 4.161 0.5457
C 0.343 -0.084 2.780 -1.2269
H -0.201 2.099 6.826 0.3688
H 0.094 -0.024 8.099 0.3227
H 0.315 -2.184 6.875 0.3289
H 0.359 -2.219 4.394 0.2690
H 0.649 -1.022 2.312 0.3439
H 0.450 0.836 2.203 0.2248
```

E_LUMO: -0.64 eV
DFT total energy: -40783.7790 eV
Gap between HOMO and LUMO: 4.41 eV
Molar mass: 492.0 g mol⁻¹

Record 4
Formula: C17H20BBeClN6
Source: OMol25
Level of theory: ωB97M-V/def2-TZVPD

XYZ file:
```
46
Properties=species:S:1:pos:R:3:mulliken_charge:R:1
C 0.533 2.886 -0.161 0.0244
N 0.547 1.677 -0.752 0.3120
N 0.858 1.886 -2.088 0.1105
C 0.848 3.201 -2.348 -0.0960
C 0.644 3.866 -1.142 -1.1342
B 1.112 0.646 -2.971 -0.2342
N 2.091 -0.288 -2.205 0.0454
N 1.930 -0.578 -0.856 0.0349
C 3.012 -1.320 -0.520 -0.0300
C 3.791 -1.581 -1.655 -1.2067
C 3.161 -0.919 -2.698 -0.0429
Be 0.120 0.092 -0.365 -0.4688
N -0.216 -0.140 -2.887 0.2698
N -0.707 -0.557 -1.646 0.2773
C -1.814 -1.304 -1.884 0.0363
C -2.059 -1.304 -3.266 -1.2908
C -1.025 -0.566 -3.851 -0.0042
H -2.325 -1.805 -1.071 0.5301
H -0.780 -0.319 -4.866 0.5014
H -2.868 -1.756 -3.782 0.4577
H 1.466 0.897 -4.074 -0.0272
H 3.322 -0.854 -3.777 0.4474
H 0.936 3.596 -3.371 0.4734
H 4.699 -2.170 -1.739 0.4133
H 0.556 4.925 -0.996 0.4429
H 3.198 -1.626 0.507 0.5355
H 0.504 2.984 0.927 0.4088
H 0.248 -2.073 0.531 0.3282
C 0.785 -2.155 1.496 -1.1749
H 1.573 -2.895 1.386 0.4042
H 1.225 -1.190 1.737 0.2967
H 0.056 -2.392 2.260 0.2877
Cl 0.688 1.580 3.210 -0.0295
C -0.763 0.717 3.510 1.0986
C -1.156 0.522 4.836 -0.7429
C -2.276 -0.291 5.113 -0.2761
C -2.980 -0.890 4.065 -0.7606
C -2.629 -0.642 2.739 -0.3728
C -1.510 0.186 2.414 0.1343
C -1.248 0.512 1.018 -0.8057
H -0.608 0.990 5.645 0.4772
H -2.553 -0.478 6.145 0.4560
H -3.827 -1.540 4.285 0.4495
H -3.221 -1.063 1.933 0.4476
H -1.924 -0.068 0.357 0.1477
H -1.412 1.599 0.858 0.8487
```

E_LUMO (spin up / spin down): -11.41 / -10.87 eV
DFT total energy: -40478.8921 eV
Gap between HOMO and LUMO (spin up / spin down): 2.95 / 3.49 eV
Molar mass: 363.7 g mol⁻¹
Charge: +2

Record 5
Formula: C17H20BeNO4P2
Source: OMol25
Level of theory: ωB97M-V/def2-TZVPD

XYZ file:
```
45
Properties=species:S:1:pos:R:3:mulliken_charge:R:1
Be 1.268 0.045 -0.675 -0.2356
C -1.160 -2.843 0.113 -1.3594
P -0.080 -1.593 -0.675 1.3733
C 0.806 -2.639 -1.890 -1.3700
C -1.239 -0.658 -1.746 -0.0060
C -2.132 -1.347 -2.590 -0.5796
C -3.021 -0.665 -3.418 -0.8182
C -3.033 0.722 -3.419 -0.6999
C -2.155 1.427 -2.594 -0.4473
C -1.247 0.763 -1.748 0.4193
P -0.091 1.700 -0.675 1.2285
C -0.198 3.444 -1.211 -1.4448
C -1.081 1.794 0.871 -1.3608
H -1.675 -3.482 -0.609 0.4049
H -1.916 -2.357 0.738 0.3644
H -0.564 -3.494 0.760 0.4276
H 0.132 -3.260 -2.486 0.3970
H 1.500 -3.308 -1.371 0.4228
H 1.392 -2.018 -2.574 0.3807
H -2.145 -2.434 -2.620 0.1954
H -3.700 -1.217 -4.061 0.3727
H -3.722 1.261 -4.064 0.3684
H -2.201 2.511 -2.633 0.2437
H -1.208 3.854 -1.120 0.4097
H 0.133 3.557 -2.247 0.3950
H 0.457 4.061 -0.588 0.3852
H -2.078 2.207 0.689 0.4892
H -0.578 2.434 1.601 0.3915
H -1.201 0.805 1.323 0.0855
O 1.029 0.045 6.092 -0.7473
C 2.052 0.045 5.328 0.4819
O 3.258 0.045 5.729 -0.7306
C 1.793 0.045 3.837 0.2811
C 0.480 0.045 3.349 -1.5917
C 0.263 0.045 1.980 0.7912
N 1.242 0.045 1.055 0.4558
C 2.516 0.045 1.531 0.1107
C 2.833 0.045 2.892 -0.7428
C 3.518 0.045 0.431 0.4798
O 4.768 0.045 0.669 -0.7483
O 2.945 0.045 -0.701 -0.5092
H -0.357 0.045 4.040 0.5083
H -0.744 0.045 1.578 0.3957
H 3.872 0.045 3.210 0.6027
H 1.268 0.045 -2.102 -0.4702
```

Energy relative to the best compared isomer or geometry (same formula, charge and spin): 1.8992 eV
E_LUMO: 2.23 eV
DFT total energy: -46613.1491 eV
Gap between HOMO and LUMO: 7.15 eV
Molar mass: 373.3 g mol⁻¹
Charge: -1

Record 6
Formula: C17H20ClN3O2
Source: OMol25
Level of theory: ωB97M-V/def2-TZVPD

XYZ file:
```
43
Properties=species:S:1:pos:R:3:mulliken_charge:R:1
C 1.457 -0.513 -3.430 -1.1199
C 1.375 -1.490 -2.284 0.8584
O 1.418 -2.658 -2.651 -0.6296
N 1.292 -1.200 -0.914 0.2759
C 1.160 0.102 -0.481 0.4027
N 0.726 1.097 -1.205 -0.3621
C 0.683 2.118 -0.297 0.8123
C 0.174 3.491 -0.580 -1.5696
C -1.350 3.472 -0.518 0.4030
C -2.000 3.879 0.619 -0.3372
C -3.393 3.861 0.703 -0.4738
C -4.146 3.399 -0.361 0.1994
Cl -5.884 3.457 -0.218 -0.2140
C -3.498 3.005 -1.528 -0.5169
C -2.080 3.050 -1.611 -0.2099
N 1.163 1.813 0.899 -0.6629
O 1.418 0.448 0.816 -0.0224
C 1.195 -2.288 0.105 -0.3125
C -0.172 -2.140 0.869 -0.8716
C -0.359 -3.345 1.814 -0.8906
C 0.926 -3.704 2.641 -0.6818
C 2.035 -2.627 2.490 -0.7781
C 2.442 -2.343 1.019 -0.9335
H 2.173 0.259 -3.260 0.3462
H 0.506 -0.028 -3.639 0.2120
H 1.722 -1.063 -4.321 0.3546
H 0.456 3.820 -1.567 0.4263
H 0.599 4.199 0.096 0.4687
H -1.381 4.102 1.503 0.3323
H -3.830 4.189 1.660 0.3460
H -4.053 2.655 -2.377 0.4289
H -1.557 2.711 -2.521 0.3024
H 1.111 -3.261 -0.351 0.6739
H -0.277 -1.239 1.455 0.3592
H -0.988 -2.130 0.125 0.4290
H -1.228 -3.190 2.449 0.4201
H -0.582 -4.183 1.204 0.3226
H 0.696 -3.862 3.697 0.3677
H 1.342 -4.628 2.290 0.3468
H 1.677 -1.696 2.918 0.3310
H 2.929 -2.952 3.084 0.4318
H 3.027 -1.428 1.016 0.3605
H 3.076 -3.160 0.644 0.3743
```

Energy relative to the best compared isomer or geometry (same formula, charge and spin): 1.2295 eV
E_LUMO: 0.68 eV
DFT total energy: -39040.8253 eV
Gap between HOMO and LUMO: 9.97 eV
SMILES string: CC(=O)N(c1nc(Cc2ccc(Cl)cc2)no1)C1CCCCC1
Molar mass: 333.8 g mol⁻¹